# 1
Density functional theory data (ωB97M-V/def2-TZVPD) for a structure of composition C23H34CrNO2P2 in a non-equilibrium geometry.

```
63
Properties=species:S:1:pos:R:3:forces:R:3
C 3.42148 2.05652 -0.76082 0.30 0.29 -0.74
C 2.34686 1.43475 -0.08992 -0.61 -0.51 0.65
N 1.23663 1.03155 -0.81376 0.68 0.37 -0.54
C 1.16287 1.26383 -2.13961 0.83 0.27 -0.09
C 2.19792 1.89251 -2.81500 -0.71 -0.18 -0.53
C 3.34868 2.27659 -2.12555 0.08 -0.05 0.93
C 2.34950 1.20405 1.31223 0.26 0.06 -0.24
P 1.11041 0.15107 2.01754 1.52 0.56 -0.09
Cr -0.18850 -0.03330 0.15865 -0.42 -2.27 -0.01
P -1.43959 0.41684 -1.76500 0.23 0.05 -0.39
C -0.05285 0.77441 -2.90295 -0.06 -0.04 -0.16
C -1.72944 -0.80015 1.35148 1.02 0.57 -0.71
C -1.68356 -2.11975 1.79399 -0.71 -0.35 0.42
C -2.81019 -2.70619 2.38287 0.00 0.20 0.05
C -3.96125 -1.93600 2.59769 0.20 0.00 -0.12
C -3.96813 -0.58451 2.23327 -0.06 0.08 0.05
C -2.85470 -0.01494 1.60478 -0.47 -0.72 0.42
O 1.32202 3.99752 1.65392 0.95 0.05 0.47
O -0.55942 3.74136 -0.10537 0.30 0.97 0.71
H 4.29177 2.33147 -0.16509 -0.15 -0.03 -0.29
H 2.07299 2.06017 -3.88263 0.20 0.01 0.20
H 4.17573 2.74467 -2.65389 -0.13 -0.07 0.09
C 1.85047 -1.42771 2.52468 0.04 -0.24 0.39
C 0.61065 0.96851 3.55100 -0.27 -0.18 0.36
H -0.38496 1.52913 -3.63061 0.25 -0.18 0.07
H 0.17874 -0.15088 -3.45611 0.07 0.24 0.23
H 1.90897 3.19475 1.66274 -0.55 0.06 -0.14
H 3.26353 1.44928 1.85570 -0.03 -0.15 -0.09
C -2.45675 -0.84092 -2.55477 -0.33 -0.16 -0.28
C -2.38945 1.95296 -1.83407 -0.33 0.22 -0.08
H -0.77317 -2.71318 1.67764 -0.34 0.13 -0.13
H -2.78616 -3.76247 2.66491 -0.07 0.34 0.01
H -4.84372 -2.39199 3.05089 0.24 0.18 -0.11
H -4.84495 0.03315 2.43652 0.13 -0.21 -0.03
H -2.85433 1.03996 1.32340 -0.22 -0.22 0.07
H -0.48364 1.63476 0.88661 -1.13 -0.51 -1.10
H -1.22859 4.40914 0.13086 0.49 -0.35 -0.10
H 0.21306 3.89495 0.54425 -1.07 -0.16 -0.91
H 1.91821 4.75883 1.65436 -0.18 -0.12 -0.03
H -1.01777 1.45981 0.24522 0.62 1.12 1.56
H 2.67567 -1.25210 3.22642 -0.14 -0.07 -0.09
H 1.08053 -2.04053 3.00961 0.17 0.07 0.00
H 2.21796 -1.97529 1.64891 -0.11 0.26 0.17
H 1.42577 0.88928 4.28604 -0.27 0.10 -0.15
H 0.39621 2.02595 3.34276 0.05 -0.34 0.07
H -0.29041 0.47616 3.93873 0.19 0.16 0.07
H -2.65460 2.16624 -2.88050 -0.01 0.06 0.32
H -3.30408 1.82846 -1.24029 0.12 0.10 -0.13
H -1.78312 2.77027 -1.39860 -0.28 -0.48 -0.36
H -2.86208 -0.47537 -3.50921 0.03 -0.11 0.25
H -1.86270 -1.74549 -2.72947 -0.11 0.23 0.09
H -3.27806 -1.08645 -1.86687 0.16 0.02 -0.23
C 1.55240 -4.22599 -1.95090 -0.05 0.18 0.08
C 0.20745 -4.12198 -1.58941 -0.13 0.12 0.08
C -0.27875 -2.96648 -0.95843 0.26 -0.92 -0.50
C 0.57373 -1.91423 -0.67068 -0.78 1.98 0.93
C 1.91630 -2.02058 -0.99884 0.46 -0.83 -0.64
C 2.40750 -3.16424 -1.65360 -0.12 0.31 0.25
H 1.93159 -5.11970 -2.45468 -0.16 0.30 0.18
H -0.47815 -4.93982 -1.79501 0.10 0.02 -0.03
H -1.33302 -2.90875 -0.68909 0.18 -0.08 -0.06
H 2.61118 -1.21650 -0.76328 -0.05 -0.05 -0.08
H 3.45931 -3.20340 -1.92369 -0.08 -0.11 0.01
```
Positions in Å, forces in eV/Å.

Output
* maximum force: 2.32 eV/A
* 2S+1: 4
* E_tot: -2829.1559 Ha
* orbital gap (alpha / beta): 7.3 / 7.1 eV
* HOMO energy (alpha / beta): -6.847 / -6.849 eV
* <S²>: 3.814

natural (NBO) population analysis, charges in e, atoms 1 to 8: number 1, C, carries -0.254; number 2, C, carries 0.225; number 3, N, carries -0.600; number 4, C, carries 0.279; number 5, C, carries -0.331; number 6, C, carries -0.141; number 7, C, carries -0.914; number 8, P, carries 1.070

---

# 2
Density functional theory data (ωB97M-V/def2-TZVPD) for a structure of composition C23H34IIrN2O2S3Si2Te in a non-equilibrium geometry.

```
69
Properties=species:S:1:pos:R:3:forces:R:3
Ir -1.05507 1.27010 0.48617 1.24 1.09 1.58
C 3.13448 -0.78862 -0.52713 -0.03 0.08 -0.05
C 3.21500 0.66672 -0.18503 -0.40 0.11 0.06
N 4.39048 1.19789 0.02749 0.17 -0.23 -0.08
C 4.50539 2.49103 0.36230 -0.21 0.09 0.00
C 3.42460 3.32894 0.46793 0.15 0.15 0.11
C 3.61971 4.77232 0.87213 -0.02 -0.12 -0.12
O 2.82225 5.14470 1.99144 -0.05 0.04 -0.02
C 2.13331 2.79457 0.24220 0.06 -0.54 -0.13
C 1.00769 3.67509 0.32188 0.11 0.26 -0.06
N -0.23258 3.36187 0.43523 -0.59 -1.79 -0.13
C -1.17364 4.39432 0.64236 -0.34 0.54 0.11
C -0.84048 5.55373 1.34931 0.13 -0.18 0.01
C -1.77695 6.54681 1.57524 -0.02 0.05 -0.04
C -3.07263 6.41692 1.09861 0.04 -0.03 0.05
C -3.43197 5.27049 0.40769 -0.06 0.01 -0.05
C -2.48748 4.28349 0.20712 -0.05 -0.34 -0.33
I -3.10210 2.51661 -0.79300 -0.07 0.17 0.39
C 2.00193 1.43002 -0.07393 0.63 0.50 0.40
O 0.87024 0.82939 -0.31289 -1.54 -0.27 0.82
H 4.13877 -1.18670 -0.63909 0.00 -0.02 0.01
H 2.57104 -0.93269 -1.45218 0.04 -0.06 0.01
H 2.61662 -1.32925 0.27119 0.04 -0.03 0.00
H 5.51337 2.84173 0.55150 -0.04 0.06 0.02
H 3.32066 5.43201 0.05413 0.03 0.07 0.07
H 4.67881 4.95357 1.06363 0.00 0.01 -0.03
H 3.18660 4.73884 2.78470 0.02 -0.02 0.01
H 1.25438 4.73145 0.28310 -0.13 0.01 0.06
H 0.15875 5.64864 1.75755 -0.02 0.03 0.04
H -1.49051 7.42261 2.14125 0.00 0.00 0.00
H -3.81065 7.18466 1.28387 0.01 0.01 -0.02
H -4.44073 5.14557 0.03819 0.00 0.00 0.02
S -1.86633 -1.26089 4.27336 0.09 0.46 -0.56
C -1.64828 -0.33547 2.93347 -0.15 -0.77 1.46
S -0.82245 1.16887 2.92633 0.20 -0.04 -2.18
S -2.27894 -0.77306 1.39048 0.67 1.34 -1.14
C 1.05115 -3.24946 2.75265 -0.13 -0.22 -0.17
Si 0.21564 -4.52165 1.63998 0.08 0.05 -0.03
C -1.63347 -4.64903 1.94738 0.30 -0.05 -0.05
C 1.07649 -6.18877 1.73344 -0.17 0.20 0.03
C 0.46327 -3.89195 -0.15914 -0.08 0.07 0.26
Te -0.23840 -1.89681 -0.44667 0.00 -1.02 -0.22
C -2.02217 -2.46818 -1.45932 0.25 0.22 -0.44
Si -1.75564 -2.07897 -3.32071 -0.14 -0.15 -0.07
C -0.25204 -3.06155 -3.89448 -0.26 0.17 0.09
C -1.48609 -0.21599 -3.47323 -0.03 -0.25 0.06
C -3.29603 -2.58896 -4.26531 0.25 0.07 0.12
H 0.81496 -3.43252 3.80214 -0.02 0.02 0.01
H 0.71878 -2.23411 2.51848 -0.04 0.02 0.07
H 2.13838 -3.27985 2.64942 0.00 -0.03 -0.04
H -1.83071 -5.04219 2.94633 0.00 0.02 0.01
H -2.11159 -5.31908 1.22871 0.04 -0.02 0.00
H -2.11895 -3.67567 1.88044 -0.02 0.07 0.03
H 0.96308 -6.62266 2.72912 0.00 0.00 0.00
H 2.14506 -6.09837 1.53140 0.00 0.03 0.00
H 0.65597 -6.89552 1.01569 -0.02 0.00 0.00
H -0.04313 -4.53226 -0.88246 -0.01 0.06 -0.05
H 1.53011 -3.87228 -0.39302 0.01 0.05 -0.02
H -2.86032 -1.90296 -1.05075 0.02 0.02 0.05
H -2.18620 -3.52978 -1.28116 0.00 -0.01 0.10
H 0.63747 -2.83888 -3.30063 0.04 0.01 -0.04
H -0.02009 -2.83726 -4.93712 0.01 0.02 0.00
H -0.44026 -4.13520 -3.82634 -0.02 0.00 0.02
H -0.87678 0.18466 -2.65842 0.06 0.03 -0.01
H -2.44611 0.30529 -3.46816 -0.02 0.00 0.02
H -0.98470 0.03954 -4.40829 0.00 -0.03 -0.01
H -3.50829 -3.65235 -4.14528 0.01 -0.01 0.00
H -3.16104 -2.39320 -5.33128 -0.02 0.00 0.00
H -4.17162 -2.03029 -3.93007 0.00 0.01 0.00
```
Positions in Å, forces in eV/Å.

Output
* relative energy (zero: lowest compared OMol25 entry of this formula, charge and spin): 62.7 kcal/mol
* maximum force: 2.29 eV/A
* 2S+1: 2
* E_tot: -3600.1769 Ha
* orbital gap (alpha / beta): 5.7 / 5.9 eV
* HOMO energy (alpha / beta): -10.505 / -10.653 eV
* <S²>: 0.888
* charge: +1

natural (NBO) population analysis, charges in e, atoms 1 to 8: number 1, Ir, carries 0.739; number 2, C, carries -0.640; number 3, C, carries 0.190; number 4, N, carries -0.373; number 5, C, carries -0.002; number 6, C, carries -0.025; number 7, C, carries -0.098; number 8, O, carries -0.727

---

# 3
Density functional theory data (ωB97M-V/def2-TZVPD) for the ion C23H34N3O5S with charge +1.

```
66
Properties=species:S:1:pos:R:3:forces:R:3
C 2.54227 3.76245 1.13373 -0.16 -0.32 -0.24
C 2.55454 2.78606 -0.02924 0.46 0.24 0.14
H 2.93533 3.27012 -0.94023 -0.05 -0.13 0.06
H 3.19116 1.92270 0.21259 -0.06 0.03 -0.10
O 1.22098 2.35482 -0.24226 -0.37 -0.12 -0.05
C 0.94065 1.52825 -1.26184 -0.14 -0.01 0.04
C 1.86668 0.93840 -2.10065 -0.14 0.14 -0.02
C 1.45934 0.06863 -3.12119 -0.16 -0.01 0.00
C 0.11659 -0.18279 -3.30875 0.40 0.08 -0.12
C -0.83162 0.41282 -2.48635 -0.14 0.31 0.17
C -0.44216 1.25557 -1.45917 0.25 -0.01 -0.30
O -1.25969 1.88308 -0.59778 0.23 0.02 0.18
C -2.65908 1.79860 -0.78376 -0.43 -0.04 -0.20
H -2.92901 1.94545 -1.83544 0.03 -0.07 0.16
H -3.07270 2.61636 -0.18842 0.07 -0.07 -0.12
C -3.26667 0.46295 -0.29860 0.47 0.66 -0.22
O -3.71580 -0.34436 -1.08980 -0.22 -0.26 -0.24
N -3.24708 0.33534 1.03244 0.08 0.04 0.51
H -2.68577 0.98714 1.56583 -0.09 0.03 -0.16
C -3.93528 -0.70773 1.80322 -0.22 -0.33 0.01
C -3.76465 -0.34846 3.27768 -0.03 -0.03 -0.24
H -4.31050 0.56210 3.51255 -0.05 0.12 0.06
H -4.14515 -1.14930 3.90554 -0.06 -0.08 0.04
H -2.71274 -0.18700 3.50386 0.08 -0.02 0.09
C -3.32905 -2.08487 1.51451 -0.08 0.21 -0.01
H -3.32022 -2.26502 0.44287 0.02 -0.07 -0.09
H -3.93146 -2.85584 1.98685 -0.04 -0.11 0.08
H -2.31522 -2.15392 1.90409 0.12 -0.04 0.06
C -5.41730 -0.70384 1.42036 0.18 -0.02 -0.02
H -5.96107 -1.41889 2.03066 -0.07 -0.09 0.09
H -5.84536 0.28365 1.57533 -0.05 0.10 0.05
H -5.53444 -0.97335 0.37481 -0.07 -0.04 -0.05
H -1.87366 0.18418 -2.63947 -0.17 -0.01 0.06
H -0.21131 -0.83797 -4.10069 -0.05 -0.14 -0.11
C 2.52162 -0.59348 -3.95301 -0.55 0.42 -0.29
H 3.08908 0.15555 -4.51050 0.13 -0.16 0.07
H 2.08698 -1.29558 -4.66403 0.13 -0.07 0.06
N 3.48333 -1.32322 -3.05453 0.34 0.21 0.12
H 3.38159 -0.87721 -2.12306 0.24 -0.09 -0.28
H 4.44143 -1.19297 -3.38942 -0.16 0.04 0.16
C 3.23974 -2.77647 -2.85942 -0.31 -0.72 0.16
H 3.26314 -3.26983 -3.83279 0.10 0.15 0.04
H 4.05945 -3.17377 -2.25710 0.03 0.17 -0.09
C 1.90239 -3.04464 -2.17490 0.03 0.07 0.05
C 1.62912 -2.20392 -0.95109 -0.11 -0.05 0.10
C 2.63893 -1.72693 -0.11670 -0.17 -0.07 0.17
C 2.32812 -0.93583 0.98008 0.20 0.08 0.02
C 1.01087 -0.62167 1.23749 -0.08 0.33 0.22
C -0.00296 -1.10237 0.43675 -0.08 -0.07 -0.02
C 0.30590 -1.89599 -0.65175 0.22 -0.05 0.17
H -0.48798 -2.27531 -1.27524 -0.12 0.00 -0.11
H -1.02038 -0.83833 0.66621 -0.22 0.01 -0.04
S 0.60035 0.36051 2.66729 0.03 -0.70 0.57
O 1.69456 1.23410 2.95960 0.19 -0.26 -0.04
O -0.72551 0.88199 2.52176 0.02 -0.19 -0.10
N 0.55801 -0.84465 3.82914 0.02 0.56 -0.49
H -0.34081 -0.93876 4.27273 -0.31 0.05 -0.03
H 1.29176 -0.74843 4.51170 0.27 0.11 0.09
H 3.09530 -0.55486 1.63511 0.19 0.01 0.04
H 3.67248 -2.00561 -0.27432 0.15 -0.02 -0.03
H 1.88405 -4.10071 -1.89373 0.05 -0.02 -0.13
H 1.08514 -2.89032 -2.87956 -0.01 -0.05 -0.04
H 2.91333 1.18361 -1.98578 0.13 0.08 0.08
H 3.54248 4.15146 1.29958 0.11 0.05 0.02
H 2.20030 3.24895 2.02749 0.03 0.09 0.04
H 1.86801 4.58542 0.91748 -0.03 0.13 -0.03
```
Positions in Å, forces in eV/Å.

Output
* SMILES: CCOc1cc(C[NH2+]CCc2ccc(S(N)(=O)=O)cc2)ccc1OCC(=O)NC(C)(C)C
* relative energy (zero: lowest compared OMol25 entry of this formula, charge and spin): 4.1 kcal/mol
* maximum force: 0.90 eV/A
* E_tot: -1835.2695 Ha
* orbital gap: 8.1 eV
* HOMO energy: -10.940 eV
* charge: +1

natural (NBO) population analysis, charges in e, atoms 1 to 8: number 1, C, carries -0.628; number 2, C, carries -0.062; number 3, H, carries 0.175; number 4, H, carries 0.165; number 5, O, carries -0.491; number 6, C, carries 0.379; number 7, C, carries -0.353; number 8, C, carries -0.092